A cluster of 13 separate species, C43H118N12O19 in total at a distorted geometry. Source: the Open Molecules 2025 dataset; level of theory: ωB97M-V/def2-TZVPD.

Each line ends with the Löwdin spin population.
Atoms and positions in Å:
C  4.67587  4.07651  -4.76154  0.000
O  4.70923  4.55503  -3.46799  0.000
C  4.34334  3.51918  -2.56790  0.000
C  4.35345  4.04075  -1.11950  0.000
N  5.46937  4.98136  -0.87219  0.000
C  5.26287  5.65036  0.40150  0.004
C  6.34598  6.68516  0.65088  0.002
O  6.21953  7.82534  -0.24219  0.001
C  7.05506  8.94854  0.10833  0.000
H  5.24960  3.15519  -4.86199  0.000
H  5.13420  4.82395  -5.40913  0.000
H  3.65479  3.90115  -5.10028  0.000
H  4.99293  2.66010  -2.73553  0.000
H  3.30545  3.29478  -2.81395  0.000
H  4.35522  3.13383  -0.51485  0.000
H  3.41860  4.59074  -1.01151  0.000
H  5.45294  5.60831  -1.66387  0.000
H  5.17968  4.92958  1.21492  0.002
H  4.38476  6.29088  0.48380  0.001
H  7.31122  6.20270  0.49712  0.000
H  6.29981  6.99127  1.69599  0.001
H  8.02991  8.53569  0.36780  0.000
H  6.77588  9.48075  1.01767  0.000
H  7.15750  9.56853  -0.78229  0.000
C  -7.70286  -2.53844  0.52902  0.000
O  -6.92186  -1.37493  0.64277  0.000
C  -5.55343  -1.66176  1.02231  0.000
C  -4.74896  -0.35030  1.09604  0.000
N  -5.17716  0.52829  2.21593  0.000
C  -4.59769  1.85561  2.21802  0.004
C  -4.65131  2.56616  3.61554  0.013
O  -4.12540  1.80331  4.67195  0.013
C  -4.21202  2.58027  5.85387  0.057
H  -8.76682  -2.34988  0.38571  0.000
H  -7.54756  -3.25082  1.33926  0.000
H  -7.30950  -3.10542  -0.31472  0.000
H  -5.16820  -2.33719  0.25844  0.000
H  -5.50109  -2.24645  1.94073  0.000
H  -4.97132  0.21382  0.19026  0.000
H  -3.67981  -0.55202  1.03026  0.000
H  -6.17340  0.61609  2.07493  0.000
H  -5.10678  2.46373  1.47028  0.001
H  -3.64702  1.79467  1.68829  0.001
H  -5.65393  2.87409  3.91222  0.003
H  -4.17621  3.53354  3.45258  0.009
H  -3.91108  3.60478  5.63498  0.025
H  -3.63031  2.11719  6.65091  0.009
H  -5.22587  2.60556  6.25335  0.005
C  4.37897  -0.33948  -2.01279  0.000
O  4.08091  0.66246  -1.00013  0.000
C  4.60081  0.19593  0.30140  0.000
C  4.15806  1.25343  1.33047  0.001
N  2.71840  1.43631  1.48259  0.001
C  2.46538  2.78029  2.04536  0.018
C  0.97209  3.04018  1.96323  0.020
O  0.66569  3.33452  0.64029  0.010
C  -0.67390  3.42030  0.39416  0.006
H  5.46373  -0.44375  -2.03567  0.000
H  3.94425  -0.20871  -3.00376  0.000
H  4.01965  -1.31313  -1.67963  0.000
H  5.67728  0.11177  0.15226  0.000
H  4.18886  -0.78837  0.52404  0.000
H  4.69067  2.14834  1.00866  0.000
H  4.54070  1.06792  2.33410  0.001
H  2.29490  1.53756  0.57127  0.000
H  3.08064  3.51398  1.52455  0.001
H  2.76484  2.80336  3.09316  0.018
H  0.80958  3.95359  2.53540  0.027
H  0.39932  2.24170  2.43489  0.006
H  -0.75780  3.38977  -0.69218  0.000
H  -1.09671  4.33441  0.81097  0.005
H  -1.20117  2.52525  0.72429  0.001
C  2.64427  -4.66622  2.49593  0.001
O  2.95390  -4.57126  1.09395  0.000
C  2.10996  -5.52094  0.35105  0.000
C  2.44572  -5.68781  -1.11975  0.000
N  2.63105  -4.45226  -1.88205  0.000
C  2.89391  -4.85448  -3.27814  0.000
C  2.90610  -3.66588  -4.20270  0.000
O  1.63080  -3.04529  -4.28404  0.000
C  1.64068  -1.99628  -5.25304  0.000
H  1.56737  -4.58954  2.64590  0.000
H  3.22074  -3.86405  2.95670  0.000
H  3.01108  -5.60736  2.90557  0.000
H  1.03525  -5.37245  0.45621  0.000
H  2.30780  -6.47974  0.83027  0.000
H  1.72693  -6.33496  -1.62238  0.000
H  3.39638  -6.22104  -1.12433  0.000
H  1.84905  -3.82115  -1.78070  0.000
H  2.14112  -5.55796  -3.63384  0.000
H  3.87177  -5.33593  -3.28795  0.000
H  3.14869  -4.01844  -5.20517  0.000
H  3.65680  -2.94256  -3.88433  0.000
H  2.33234  -1.17906  -5.04847  0.000
H  0.63181  -1.58439  -5.22811  0.000
H  1.79136  -2.32807  -6.28033  0.000
C  1.13475  1.46512  -2.75631  0.000
O  0.24689  0.44824  -3.16683  0.000
C  0.39422  -0.79470  -2.51808  0.000
C  -0.14451  -0.69286  -1.04469  0.000
N  0.19361  -1.84812  -0.17130  0.000
C  -0.63335  -1.96880  1.02003  0.000
C  -0.58797  -0.73432  2.00902  0.001
O  -1.12416  -1.21054  3.24475  0.003
C  -0.87366  -0.32242  4.25481  0.011
H  1.57824  1.28536  -1.77697  0.000
H  0.62540  2.41733  -2.90452  0.000
H  1.94537  1.58451  -3.47515  0.000
H  1.41746  -1.16420  -2.58543  0.000
H  -0.24569  -1.55334  -2.96872  0.000
H  -1.22608  -0.65722  -1.17515  0.000
H  0.12215  0.22435  -0.51961  0.000
H  1.15540  -1.72620  0.11187  0.000
H  -0.10571  -2.80813  1.47305  0.000
H  -1.64658  -2.28968  0.77816  0.000
H  -1.11381  0.15783  1.66894  0.001
H  0.46653  -0.48821  2.13381  0.000
H  0.18852  -0.23566  4.48361  0.007
H  -1.36597  -0.76430  5.12110  0.002
H  -1.20401  0.71581  4.22249  0.009
C  -4.93870  1.06533  -9.11681  0.000
O  -4.38376  0.30338  -8.05205  0.000
C  -3.06144  0.64076  -7.79005  0.000
C  -2.56579  0.16856  -6.45960  0.000
N  -3.34295  0.64106  -5.33113  0.000
C  -2.84833  0.13026  -3.99385  0.000
C  -3.35861  -1.28962  -3.68030  0.000
O  -4.79784  -1.35041  -3.63784  0.000
C  -5.31305  -2.63241  -3.31610  0.000
H  -5.98191  0.75384  -9.16951  0.000
H  -4.44325  0.84136  -10.06152  0.000
H  -4.90494  2.14461  -8.96817  0.000
H  -2.92335  1.72173  -7.76699  0.000
H  -2.39683  0.19912  -8.53257  0.000
H  -1.50448  0.40221  -6.37518  0.000
H  -2.57457  -0.91710  -6.55642  0.000
H  -4.22423  0.17068  -5.48011  0.000
H  -3.02520  0.67115  -3.06419  0.000
H  -1.76203  0.20707  -4.04030  0.000
H  -3.08071  -1.59846  -2.67259  0.000
H  -2.93133  -2.03247  -4.35388  0.000
H  -5.07635  -3.34077  -4.11001  0.000
H  -6.39523  -2.57203  -3.20059  0.000
H  -4.94501  -3.10013  -2.40292  0.000
C  -2.07291  -4.24481  -1.82246  0.000
O  -2.75659  -3.71896  -0.92391  0.000
N  -2.48841  -5.07932  -2.72376  0.000
N  -0.79130  -4.07951  -1.84657  0.000
H  -1.93771  -5.21198  -3.55995  0.000
H  -3.44135  -5.41372  -2.73786  0.000
H  -0.19746  -4.42865  -2.58519  0.000
H  -0.50493  -3.37730  -1.17949  0.000
C  4.80560  -1.38765  4.01083  0.005
O  5.61885  -1.48220  3.12336  0.002
N  4.93549  -1.72330  5.27060  0.003
N  3.56788  -0.88683  3.83837  0.002
H  5.80857  -1.93798  5.73075  0.002
H  4.11779  -1.60968  5.85246  0.001
H  3.30719  -0.47487  2.95382  0.000
H  3.02079  -0.60270  4.63841  0.004
C  -4.42906  -1.78405  5.01186  0.001
O  -3.86083  -2.46434  5.78881  0.003
N  -3.82116  -1.35892  3.97961  0.000
N  -5.58714  -1.14487  5.15004  0.001
H  -4.13399  -0.53787  3.48149  0.000
H  -2.89170  -1.75399  3.96879  0.000
H  -5.90162  -1.15766  6.10975  0.001
H  -6.02889  -0.60951  4.41632  0.001
C  -1.89412  3.33403  -3.70513  0.001
O  -2.06549  2.98808  -5.09790  0.000
H  -2.73123  3.86183  -3.24822  0.001
H  -1.68142  2.50332  -3.03223  0.000
H  -1.00308  3.95695  -3.78335  0.000
H  -2.64631  2.23110  -5.20388  0.000
C  3.25923  -0.88043  7.85475  0.055
O  2.59161  -0.43417  6.66730  0.027
H  3.64968  -0.03651  8.42348  0.015
H  2.44923  -1.36832  8.39693  0.008
H  4.02375  -1.65294  7.77209  0.002
H  1.81176  0.10003  6.83484  0.011
C  -3.14508  -4.68569  2.75189  0.000
O  -3.29532  -5.05061  1.39892  0.000
H  -3.13743  -5.51865  3.45489  0.000
H  -2.32763  -3.98449  2.91980  0.000
H  -4.05414  -4.16440  3.05184  0.000
H  -2.81027  -4.34460  0.96549  0.000
C  -0.32057  1.33619  7.31098  0.131
O  0.89962  1.90526  7.00127  0.246
H  -1.08795  1.98399  6.88719  0.033
H  -0.44948  0.34283  6.88120  0.007
H  -0.45332  1.21582  8.38615  0.032
H  0.95580  2.76451  7.42569  0.102

Atomic forces in eV per Å
C 0.3 0.3 -0.9
O 0.3 0.2 0.8
C -0.2 0.9 0.3
C 0.3 0.4 -1.4
N -0.7 -1.4 0.4
C 0.4 1.4 -0.5
C 0.6 0.1 -0.1
O -0.2 -0.1 0.8
C 0.4 -1.8 -0.1
H 0.1 -0.3 0.0
H -0.1 0.0 0.0
H -0.2 -0.1 -0.1
H 0.0 -0.2 0.2
H -0.1 -0.7 0.1
H 0.1 0.4 0.3
H -0.4 -0.1 0.4
H 0.2 0.4 0.2
H 0.4 -0.1 0.0
H -0.9 -0.3 -0.4
H 0.4 0.1 -0.1
H -0.1 0.3 0.1
H 0.5 0.1 -0.2
H -0.7 0.2 -0.2
H -0.2 0.1 0.3
C 0.9 -0.8 -0.4
O 0.2 0.6 0.9
C -0.4 0.2 -0.5
C -1.1 0.3 -0.5
N 0.0 -1.3 0.0
C -0.3 0.2 0.1
C 0.0 -0.4 -1.4
O 0.3 0.4 -0.4
C 0.0 -0.3 0.3
H 0.2 0.4 0.1
H -0.2 0.3 0.6
H -0.3 -0.1 -0.6
H 0.5 0.1 -0.3
H -0.2 0.3 0.4
H 0.0 -0.1 -0.6
H 0.1 0.0 0.7
H -0.3 -0.1 0.3
H -0.6 0.6 0.2
H 0.8 0.0 1.0
H -0.7 -0.3 -0.4
H 0.7 0.1 0.3
H 0.3 0.1 0.3
H 0.4 0.1 -0.3
H -0.5 0.0 -0.2
C 0.2 -0.1 1.6
O -0.2 -1.1 -0.4
C -1.2 0.7 -0.7
C 0.9 -0.4 -0.3
N 0.4 0.5 -0.4
C -0.4 -1.3 0.6
C 1.5 1.6 1.0
O 1.2 -0.9 -0.6
C -0.8 -0.2 -1.1
H 0.2 0.1 -0.5
H 0.0 0.9 0.2
H -0.2 -0.2 0.2
H 0.1 0.1 0.6
H 0.0 -0.2 0.0
H -0.2 0.5 0.0
H 0.3 -0.4 -0.1
H 0.0 -0.5 -0.6
H -0.3 0.4 -0.1
H 0.0 -0.1 0.1
H -0.4 0.1 0.5
H -0.1 -0.3 -0.3
H -0.3 0.4 -0.1
H -0.3 0.0 0.1
H -0.3 -0.1 0.5
C 0.7 0.2 -0.9
O -1.5 -0.9 -1.0
C 0.7 0.1 0.8
C 1.1 0.9 0.6
N 0.4 -0.9 -0.3
C -0.5 1.3 0.9
C 0.0 -0.2 -0.4
O 0.4 0.2 -0.3
C -1.2 0.0 0.3
H 0.0 0.2 0.3
H -0.4 0.1 0.2
H -0.1 -0.3 0.0
H -0.1 0.8 0.4
H -0.1 -0.4 -0.1
H -0.4 -0.3 0.3
H 0.2 0.0 -0.4
H -0.2 0.0 -0.2
H -0.2 -0.4 -0.2
H 0.0 -0.1 -0.2
H 0.3 0.0 -0.2
H 0.1 0.2 0.1
H 0.3 -0.1 0.3
H 0.0 0.2 0.0
H 0.3 -0.5 0.0
C 0.3 0.3 -0.8
O -0.5 -0.4 -0.2
C -0.2 0.2 1.8
C 0.1 -0.5 -0.1
N -0.5 1.0 -1.6
C 0.8 0.6 0.7
C 0.0 -2.2 -0.4
O 0.2 0.3 -2.3
C 0.4 0.2 2.6
H -0.2 0.3 0.1
H -0.3 0.0 0.8
H 0.5 -0.6 -0.1
H 0.2 0.0 0.2
H 0.1 0.2 -0.5
H -0.2 -0.1 0.2
H 0.3 0.4 -0.3
H 0.3 -0.2 0.1
H -0.5 0.0 0.9
H 0.0 0.2 -0.2
H -0.3 0.1 -0.1
H 0.2 0.3 0.1
H 0.4 -0.2 0.0
H 0.1 0.2 0.3
H -0.6 0.1 -0.9
C -0.3 -0.6 0.2
O -0.6 0.2 0.0
C 0.8 1.1 0.2
C 0.5 -1.5 0.0
N -0.3 -0.5 1.3
C 0.0 -1.1 -0.7
C -0.2 -0.2 0.7
O 0.3 0.3 -0.3
C 0.0 -0.2 -0.3
H 0.0 0.1 -0.2
H 0.1 -0.1 -0.2
H 0.2 0.1 0.3
H -0.1 0.4 -0.4
H 0.2 0.1 -0.4
H 0.0 0.5 0.1
H -0.1 -0.6 0.4
H -0.7 0.5 0.2
H -0.9 1.0 -0.6
H 0.1 -0.6 -0.1
H 0.7 0.1 0.2
H -0.2 -0.2 -0.4
H -0.1 -0.1 -0.3
H 0.0 0.3 -0.2
H 0.5 0.5 0.4
C -1.4 1.1 3.0
O -0.4 -0.2 -0.8
N -2.4 -2.5 -3.1
N 3.2 1.0 0.1
H -0.2 -0.2 0.2
H 0.2 0.3 0.0
H 0.0 0.2 0.3
H 1.1 0.4 0.0
C -0.9 1.0 -1.2
O 1.3 -0.3 -1.0
N 1.0 -1.4 3.5
N -1.9 0.7 -1.2
H -0.2 0.0 -0.5
H 0.4 0.0 -0.1
H 0.1 -0.1 0.1
H 0.0 0.0 0.0
C -1.1 2.5 -0.1
O 0.9 -3.5 3.9
N 3.2 0.1 -4.5
N -3.1 -0.2 2.1
H 0.3 0.0 -0.1
H 0.0 0.6 -0.9
H -0.6 0.2 -0.4
H 0.3 0.0 0.4
C 0.5 0.0 -1.2
O 0.5 0.8 1.0
H -0.2 0.3 -0.3
H 0.1 -0.4 -0.3
H -0.1 0.3 0.7
H -0.8 -0.4 0.2
C -2.1 0.5 0.8
O 1.8 -1.1 -1.0
H 0.1 0.0 0.0
H 0.3 0.0 0.8
H 0.1 0.3 -0.9
H 0.0 0.6 0.6
C -1.3 0.4 0.9
O 0.7 -0.2 0.3
H 0.6 -0.3 -0.3
H 0.3 -0.3 0.1
H -0.1 0.4 0.2
H -0.2 -0.2 -1.1
C -1.3 0.0 0.3
O 1.4 -0.9 -0.6
H -0.6 -0.1 0.2
H 0.4 0.0 -0.2
H -0.2 0.1 0.2
H 0.1 0.7 0.3

Values from the calculation:
- net charge = -1
- molar mass (g/mol) = 1107.5
- highest occupied orbital energy (alpha / beta) (eV) = 0.342 / -6.965
- calculated total energy (Ha) = -3795.414412
- spin multiplicity = 2
- ⟨S²⟩ = 0.750